Entry 1:
DFT (the ωB97M-V functional and the def2-TZVPD basis) results for a molecular structure, C2H7FSi in a non-equilibrium geometry.

Last column: Mulliken charge in e.
Cartesian coordinates (Å):
C  0.2794  1.5735  0.2534  -1.009
C  -0.9741  -1.0534  0.1346  -0.197
F  -0.7404  -2.6572  -0.6036  -0.449
Si  0.7068  -0.2550  -0.1198  0.435
H  1.2046  1.9748  0.6215  0.292
H  0.0603  1.9679  -0.6659  0.329
H  -0.5428  1.7444  1.0038  0.323
H  -1.3375  -1.6019  1.0182  0.250
H  -1.6326  -0.4529  -0.5619  0.242
H  1.0191  -0.6500  -1.5858  -0.065
H  1.9573  -0.5901  0.5056  -0.153

## Properties
Electronic energy = -12780.302 eV
Energy relative to the best compared isomer or geometry (same formula, charge and spin) = 4.156 eV
Lowest unoccupied orbital energy = 0.39 eV
HOMO-LUMO gap = 11.41 eV

***

Entry 2:
DFT (the ωB97M-V functional and the def2-TZVPD basis) results for C3H6N2OS in the gas phase in a non-equilibrium geometry.

Last column: Mulliken charge in e.
Cartesian coordinates (Å):
C  -0.2133  0.1272  -0.4781  0.713
C  -0.6919  0.0722  0.9194  -0.083
C  -2.0268  0.2118  1.4812  -0.629
H  2.6740  0.2941  1.1669  0.161
H  1.5411  0.0844  -1.2814  0.281
H  0.2822  0.0182  1.5022  0.126
H  -3.0208  0.4023  0.9084  0.229
H  -2.1460  0.4664  2.5435  0.254
H  -2.3840  0.6010  -2.2531  0.365
N  1.1843  0.0515  -0.3886  -0.288
N  -0.6675  0.4467  -1.6111  -0.550
O  -2.0194  0.7548  -1.2649  -0.362
S  2.0740  -0.8662  0.6247  -0.218

## Properties
Electronic energy = -19066.504 eV
Energy relative to the best compared isomer or geometry (same formula, charge and spin) = 5.663 eV
Lowest unoccupied orbital energy = 0.36 eV
Structure (SMILES) = C=C/C(=N\O)NS
HOMO-LUMO gap = 9.05 eV

***

Entry 3:
DFT (the ωB97M-V functional and the def2-TZVPD basis) results for CH3NOP2S in the gas phase in a non-equilibrium geometry.

Last column: Mulliken charge in e.
Cartesian coordinates (Å):
C  1.0639  1.3508  -0.0132  -0.103
N  1.1283  0.1124  0.3502  0.025
O  -0.4443  -1.7773  0.7279  -0.254
P  1.0089  -1.1873  1.1332  0.134
P  -1.7969  -1.3509  -0.1694  0.097
S  0.0488  2.4387  0.6000  -0.279
H  1.7160  1.5853  -0.8545  0.291
H  -1.1517  -1.3253  -1.4807  0.061
H  -1.5730  0.1536  -0.2934  0.027

## Properties
Electronic energy = -34035.142 eV
Energy relative to the best compared isomer or geometry (same formula, charge and spin) = 1.392 eV
Lowest unoccupied orbital energy = -0.76 eV
Structure (SMILES) = PO/P=N\C=S
HOMO-LUMO gap = 7.78 eV

***

Entry 4:
DFT (the ωB97M-V functional and the def2-TZVPD basis) results for a molecular structure, C25H33BrCl2N2O2SSi2Ti in a non-equilibrium geometry.

Last column: Mulliken charge in e.
Cartesian coordinates (Å):
Ti  -0.5126  -0.0007  -0.2303  -1.421
C  -2.9699  0.6989  2.3401  -0.846
Si  -1.1629  1.1547  2.7976  0.660
C  -0.8878  1.1294  4.6737  -1.283
C  -0.6936  2.9471  2.3111  -1.025
C  -0.1358  -0.1543  1.8101  2.995
C  1.1344  0.4870  1.4836  -1.791
C  2.3367  0.6124  2.1898  -0.883
C  3.3657  1.3382  1.6272  -0.598
C  3.2186  1.9198  0.3629  -1.101
C  2.0326  1.7334  -0.3067  -0.218
N  1.0291  1.0629  0.2615  0.838
Si  -0.0055  -1.8867  2.6557  0.459
C  1.4128  -2.7399  1.6929  -0.885
C  -1.7601  -2.6455  2.4777  -1.210
C  0.4153  -1.9630  4.5133  -1.257
H  -3.6321  1.5560  2.4143  0.404
H  -3.3448  -0.0483  3.0305  0.403
H  -3.0470  0.2778  1.3284  -0.025
H  -1.3394  2.0061  5.1245  0.413
H  0.1647  1.1457  4.9321  0.353
H  -1.3326  0.2630  5.1434  0.360
H  -1.5222  3.6113  2.5336  0.447
H  -0.4165  3.1029  1.2728  0.227
H  0.1444  3.2861  2.9121  0.379
H  2.4435  0.1570  3.1607  0.554
H  4.2932  1.4576  2.1640  0.543
H  4.0086  2.4917  -0.0933  0.498
H  1.8544  2.1401  -1.2988  0.516
H  1.5661  -2.3287  0.6921  0.123
H  1.2521  -3.8099  1.6174  0.421
H  2.3444  -2.6242  2.2395  0.354
H  -2.3691  -2.1715  1.7085  0.301
H  -2.2947  -2.5568  3.4177  0.343
H  -1.7122  -3.7057  2.2535  0.403
H  1.2004  -1.2830  4.8245  0.372
H  0.7419  -2.9649  4.7771  0.402
H  -0.4633  -1.7528  5.1143  0.360
Br  1.2684  0.4666  -8.2338  -0.099
C  0.7319  0.1475  -6.4551  0.030
C  1.7081  0.0017  -5.4688  -0.788
C  1.3284  -0.2049  -4.1670  -0.268
C  -0.0326  -0.2626  -3.8256  0.272
C  -1.0052  -0.1308  -4.8254  -0.388
C  -0.6236  0.0686  -6.1338  -0.670
C  -0.3499  -0.4159  -2.4218  1.497
O  -1.5012  -0.2859  -1.8914  -0.420
O  0.6044  -0.6046  -1.5816  -0.289
H  2.7552  0.0523  -5.7220  0.471
H  2.0732  -0.3169  -3.3913  0.493
H  -2.0503  -0.1948  -4.5684  0.497
H  -1.3652  0.1665  -6.9114  0.470
S  -1.3030  2.3810  -0.9653  -0.533
C  -2.9059  2.8469  -0.6448  0.706
N  -3.1443  4.1734  -0.4953  0.016
C  -4.3387  4.6782  -0.1398  -0.358
C  -5.3946  3.8396  0.0945  -0.599
C  -5.2202  2.4632  -0.1221  -0.316
C  -3.9963  1.9698  -0.5030  -0.643
H  -2.3579  4.7944  -0.6711  0.284
H  -4.4099  5.7535  -0.0741  0.444
H  -6.3477  4.2360  0.4020  0.455
H  -6.0539  1.7914  0.0073  0.469
H  -3.8415  0.9182  -0.7219  0.488
Cl  1.3463  -3.3571  -1.8686  -0.062
C  -0.1237  -4.0084  -1.1307  -0.613
Cl  -1.1264  -2.6677  -0.5283  0.065
H  0.1398  -4.6238  -0.2705  0.356
H  -0.6942  -4.5719  -1.8718  0.453

## Properties
Electronic energy = -178318.191 eV
Net charge = +2
Energy relative to the best compared isomer or geometry (same formula, charge and spin) = 1.716 eV
Lowest unoccupied orbital energy = -7.06 eV
HOMO-LUMO gap = 6.85 eV